{"formula": "C38H102HgN8O10", "method": "ωB97M-V with the def2-TZVPD basis set", "lumo_energy_ev": 0.5, "e_above_lowest_kcal_mol": 88.5, "gap_ev": 7.8, "elements": ["Hg", "C", "C", "C", "O", "H", "H", "H", "H", "H", "H", "H", "C", "C", "C", "O", "H", "H", "H", "H", "H", "H", "H", "C", "C", "C", "O", "C", "N", "H", "H", "H", "H", "H", "H", "H", "H", "H", "H", "H", "C", "C", "C", "O", "C", "N", "H", "H", "H", "H", "H", "H", "H", "H", "H", "H", "H", "C", "C", "C", "O", "C", "N", "H", "H", "H", "H", "H", "H", "H", "H", "H", "H", "H", "C", "C", "C", "O", "C", "N", "H", "H", "H", "H", "H", "H", "H", "H", "H", "H", "H", "C", "C", "C", "O", "C", "N", "H", "H", "H", "H", "H", "H", "H", "H", "H", "H", "H", "C", "C", "C", "O", "C", "N", "H", "H", "H", "H", "H", "H", "H", "H", "H", "H", "H", "C", "C", "C", "O", "C", "N", "H", "H", "H", "H", "H", "H", "H", "H", "H", "H", "H", "C", "C", "C", "O", "C", "N", "H", "H", "H", "H", "H", "H", "H", "H", "H", "H", "H"], "positions_angstrom": [[0.073, 0.787, -0.910], [-3.002, 2.569, 0.452], [-3.166, 1.027, 0.465], [-4.563, 0.666, -0.150], [-2.122, 0.315, -0.210], [-3.754, 3.023, 1.097], [-3.297, 2.941, -0.529], [-2.083, 3.077, 0.746], [-3.252, 0.689, 1.498], [-4.491, 0.995, -1.186], [-5.429, 1.107, 0.344], [-4.814, -0.394, -0.184], [3.760, -0.618, -2.316], [3.308, 0.787, -2.697], [2.730, 0.837, -4.117], [2.336, 1.170, -1.713], [4.763, -0.933, -2.602], [3.120, -1.322, -2.847], [3.595, -0.924, -1.283], [4.121, 1.514, -2.704], [2.020, 0.050, -4.371], [3.560, 0.758, -4.819], [2.271, 1.800, -4.341], [0.940, -1.772, 5.354], [-0.273, -1.231, 5.998], [-0.545, 0.291, 5.645], [-0.843, 0.405, 4.268], [-1.623, 1.653, 3.942], [-1.485, -1.985, 5.712], [0.938, -1.709, 4.266], [1.162, -2.814, 5.585], [1.804, -1.215, 5.717], [-0.090, -1.488, 7.042], [0.213, 0.989, 6.002], [-1.366, 0.586, 6.299], [-1.471, 2.544, 4.551], [-2.684, 1.548, 3.715], [-1.313, 1.873, 2.920], [-1.435, -2.988, 5.602], [-1.779, -1.644, 4.808], [-0.742, -3.567, -3.375], [-0.398, -4.465, -2.158], [1.027, -4.986, -2.011], [1.022, -5.969, -0.963], [2.051, -6.907, -1.088], [-0.895, -3.856, -0.907], [-1.814, -3.373, -3.322], [-0.633, -4.259, -4.210], [-0.196, -2.633, -3.498], [-0.955, -5.392, -2.295], [1.642, -4.135, -1.720], [1.349, -5.427, -2.955], [2.273, -7.590, -0.269], [3.013, -6.404, -1.179], [1.891, -7.600, -1.914], [-1.199, -4.667, -0.388], [-1.765, -3.399, -1.141], [0.960, -2.906, 1.631], [0.781, -1.412, 1.094], [1.757, -0.278, 1.554], [1.223, 1.081, 1.180], [1.956, 2.063, 1.869], [0.675, -1.370, -0.345], [1.065, -2.945, 2.716], [1.856, -3.361, 1.208], [0.056, -3.462, 1.383], [-0.194, -1.028, 1.393], [2.670, -0.471, 0.991], [1.893, -0.375, 2.631], [3.009, 2.159, 1.606], [1.719, 1.948, 2.927], [1.489, 3.007, 1.587], [0.133, -2.219, -0.420], [1.566, -1.782, -0.581], [-4.371, -4.242, -2.581], [-4.365, -2.763, -2.275], [-5.730, -2.068, -2.474], [-6.196, -2.365, -3.843], [-5.602, -1.744, -4.913], [-3.673, -2.650, -0.971], [-4.504, -4.434, -3.646], [-5.085, -4.688, -1.889], [-3.381, -4.641, -2.363], [-3.720, -2.253, -2.990], [-5.701, -0.980, -2.521], [-6.474, -2.451, -1.776], [-5.841, -2.193, -5.877], [-4.557, -1.501, -4.721], [-6.133, -0.809, -5.090], [-4.333, -2.705, -0.209], [-3.276, -1.730, -0.844], [2.725, 7.398, -1.695], [3.391, 6.293, -1.022], [2.865, 5.910, 0.433], [1.560, 5.318, 0.306], [0.687, 6.009, 1.046], [3.407, 5.085, -1.857], [2.863, 7.336, -2.774], [3.237, 8.319, -1.417], [1.670, 7.608, -1.518], [4.422, 6.639, -0.947], [3.025, 6.785, 1.063], [3.514, 5.131, 0.832], [0.770, 7.087, 0.916], [0.812, 5.635, 2.063], [-0.291, 5.570, 0.847], [2.513, 4.623, -1.771], [3.560, 5.356, -2.818], [-4.148, -3.919, 2.429], [-4.018, -2.341, 2.400], [-4.797, -1.761, 3.604], [-6.246, -1.726, 3.258], [-6.717, -0.492, 2.861], [-2.631, -2.079, 2.568], [-5.163, -4.317, 2.412], [-3.620, -4.438, 3.229], [-3.651, -4.174, 1.492], [-4.255, -1.905, 1.429], [-4.600, -0.707, 3.798], [-4.400, -2.262, 4.487], [-7.078, 0.029, 3.748], [-7.582, -0.799, 2.273], [-6.072, 0.183, 2.297], [-2.589, -1.089, 2.373], [-2.240, -2.500, 1.737], [7.488, 1.021, -0.611], [6.329, 0.595, 0.100], [6.725, 0.155, 1.567], [7.431, -1.051, 1.588], [8.561, -1.073, 2.541], [5.404, 1.711, 0.104], [7.370, 0.984, -1.694], [8.397, 0.438, -0.468], [7.682, 2.051, -0.314], [5.705, -0.102, -0.459], [5.809, 0.156, 2.159], [7.379, 0.954, 1.913], [8.432, -0.956, 3.617], [9.140, -0.226, 2.171], [9.162, -1.975, 2.428], [5.850, 2.588, -0.124], [4.695, 1.632, -0.611], [-0.634, 5.024, -2.540], [-0.742, 3.561, -2.286], [-0.561, 2.551, -3.467], [-0.583, 1.216, -3.049], [-1.809, 0.460, -3.490], [0.184, 3.128, -1.233], [-1.533, 5.285, -3.098], [0.231, 5.367, -3.108], [-0.651, 5.607, -1.619], [-1.791, 3.492, -1.998], [0.423, 2.643, -3.928], [-1.207, 2.680, -4.335], [-1.742, -0.582, -3.177], [-2.131, 0.371, -4.527], [-2.664, 0.844, -2.933], [0.447, 3.946, -0.703], [1.105, 2.932, -1.598]], "forces_ev_per_angstrom": [[-0.009, -0.565, 0.676], [-1.133, 0.028, -0.057], [0.777, -0.543, -0.827], [0.710, 0.282, -0.341], [-0.957, 0.465, 0.388], [-0.280, -0.092, 0.303], [0.258, -0.025, -0.308], [0.481, -0.771, -0.081], [0.347, 0.007, 0.625], [-0.391, 0.123, -0.200], [0.159, 0.525, 0.031], [0.521, -0.116, 0.193], [0.034, -1.149, -0.751], [-2.348, 0.052, 1.429], [0.643, 0.056, -0.299], [0.354, 0.483, -0.668], [0.309, 0.296, -0.053], [-0.239, -0.156, -0.268], [0.223, 0.760, 0.286], [0.451, 0.116, 0.215], [-0.124, -0.109, 0.343], [0.134, -0.175, -0.284], [-0.034, 0.080, 0.278], [1.702, -0.077, -1.169], [-0.525, -0.414, 0.425], [-0.484, -1.323, 1.523], [-1.376, 2.129, 0.210], [1.093, -1.168, -1.539], [-1.075, 1.050, -0.754], [-0.156, 0.217, -0.010], [-0.362, -0.128, 0.228], [0.247, 0.128, -0.093], [-0.048, 1.316, 0.598], [0.845, -0.225, -0.484], [-0.719, -0.119, -0.303], [0.372, -0.455, 0.444], [-0.337, -0.856, 1.053], [0.656, 0.253, 0.026], [0.709, -0.032, 0.224], [-0.476, -0.264, -0.392], [0.200, -1.401, 0.466], [-0.546, 0.074, 0.012], [-0.550, 0.399, 0.479], [-0.451, 0.109, 0.133], [1.226, -0.324, -0.402], [0.522, -0.561, -0.526], [0.039, 0.251, 0.042], [0.270, 0.538, -0.541], [0.186, -0.169, 0.091], [-0.339, -0.165, -0.381], [0.578, -0.058, -0.056], [0.203, -0.005, -0.063], [-1.078, 0.423, 0.788], [0.187, 0.169, -0.537], [-0.009, 0.232, -0.518], [0.068, 0.076, 0.779], [-0.427, 0.251, 0.171], [0.192, 1.880, 0.103], [-0.736, 1.373, 2.241], [-0.965, -0.540, -0.871], [1.076, -2.963, 0.979], [-1.012, 1.137, 0.006], [0.922, -1.464, 0.240], [0.020, 0.186, -0.057], [-0.084, -0.162, -0.229], [0.314, -0.021, -0.202], [-0.275, -0.308, 0.661], [0.472, 0.537, 0.222], [0.114, 0.458, 0.012], [0.135, -0.579, 0.099], [0.635, -0.060, 0.317], [0.017, 0.177, -0.144], [-1.372, -0.260, -1.350], [0.763, 0.584, -1.196], [0.197, 0.142, -0.350], [0.836, 0.594, 0.107], [0.340, -0.225, -2.149], [-0.936, -2.124, 1.768], [-0.373, 1.892, -0.171], [-0.699, 0.679, -0.158], [-0.771, -0.234, 0.176], [-0.170, -0.532, -0.451], [-0.048, 0.007, 0.269], [0.317, -0.075, -0.075], [0.365, 0.150, 1.042], [-0.184, 0.118, -0.193], [0.627, -1.055, 0.300], [0.247, -0.257, -0.550], [0.181, 0.875, 0.259], [-0.298, -0.452, 0.078], [0.360, 0.623, -0.104], [-0.944, 2.681, -0.689], [0.490, -2.154, 1.219], [1.612, -0.812, -2.499], [2.983, 0.226, -1.757], [-2.394, -0.488, 1.991], [0.231, -0.121, 0.778], [-0.059, -0.079, -0.060], [-0.108, 0.338, 0.064], [-0.215, -0.530, 0.117], [0.310, -0.404, 0.501], [-1.038, 0.075, 0.248], [0.143, -0.055, -0.088], [-0.403, 0.036, 0.222], [0.148, 0.997, 0.865], [-0.523, 0.698, -0.480], [-0.065, -0.177, -0.252], [-0.116, -0.200, -0.110], [-0.201, 1.052, -1.216], [-1.325, -1.860, 1.883], [-0.862, 1.466, -1.981], [2.710, -2.211, 1.142], [-1.347, 0.076, 0.345], [0.952, 0.535, 0.152], [-0.108, 0.306, -0.138], [0.170, 0.614, 0.229], [-0.053, -0.691, -0.113], [-1.241, -0.134, 0.189], [0.687, 0.207, -0.202], [-1.123, -0.544, 0.278], [-0.087, 0.493, 0.041], [-0.168, 0.735, -0.306], [0.402, -0.354, -0.154], [0.868, 0.502, 0.094], [0.854, -0.083, -0.115], [3.132, 0.289, -2.107], [-2.273, -0.796, 1.417], [-0.614, 0.877, -1.232], [0.762, -1.208, 1.483], [-0.095, 0.787, -1.789], [-0.966, 1.053, 0.745], [-0.306, 0.333, -0.119], [0.056, -0.168, 0.434], [0.475, 0.085, -0.107], [0.704, -1.134, 0.443], [-0.003, -0.237, 0.282], [-0.013, 0.330, 0.298], [-1.080, 0.148, -0.035], [0.594, 0.023, 0.458], [-0.413, -0.116, -0.470], [0.241, 0.113, 0.263], [-0.434, -0.330, 0.110], [-0.109, 0.861, -1.253], [-0.008, -1.347, -0.382], [0.869, 1.316, -0.779], [-2.681, -1.994, -2.026], [-0.068, 0.075, 1.574], [-0.227, 0.670, 0.153], [0.052, 0.455, -0.184], [0.198, -0.192, -0.070], [-0.069, -0.202, 0.156], [0.061, -0.760, 0.721], [0.377, 0.521, 0.318], [-0.624, 0.307, 0.351], [0.659, 0.139, 0.383], [1.061, 0.933, -0.521], [0.073, 0.228, 0.106], [-0.469, 0.057, 0.896], [0.721, -0.798, -0.892]], "lowdin_charge": [1.199, -0.075, -0.546, -0.072, -0.361, 0.069, 0.055, 0.056, 0.076, 0.063, 0.064, 0.035, -0.087, -0.564, -0.077, -0.374, 0.069, 0.059, 0.047, 0.104, 0.068, 0.070, 0.051, -0.089, -0.427, -0.196, -0.190, -0.038, 0.038, 0.040, 0.082, 0.083, 0.127, 0.116, 0.112, 0.087, 0.068, 0.064, 0.070, 0.020, -0.024, -0.408, -0.179, -0.181, -0.134, 0.051, 0.045, 0.081, 0.074, 0.126, 0.118, 0.126, 0.084, 0.087, 0.086, 0.084, 0.021, -0.006, -0.399, -0.100, -0.286, -0.101, 0.017, 0.049, 0.079, 0.052, 0.107, 0.115, 0.112, 0.082, 0.089, 0.071, 0.028, 0.070, -0.048, -0.423, -0.110, -0.210, -0.146, 0.057, 0.085, 0.093, 0.054, 0.099, 0.112, 0.129, 0.092, 0.077, 0.080, 0.049, 0.045, -0.091, -0.426, -0.124, -0.237, -0.167, 0.057, 0.080, 0.080, 0.078, 0.129, 0.125, 0.121, 0.102, 0.097, 0.087, 0.041, 0.066, -0.033, -0.434, -0.117, -0.193, -0.146, 0.066, 0.075, 0.076, 0.050, 0.096, 0.104, 0.121, 0.085, 0.094, 0.066, 0.055, 0.060, -0.095, -0.449, -0.204, -0.187, -0.067, 0.059, 0.089, 0.085, 0.086, 0.121, 0.112, 0.110, 0.080, 0.075, 0.080, 0.061, 0.042, -0.052, -0.386, -0.181, -0.289, -0.033, 0.038, 0.087, 0.082, 0.074, 0.112, 0.106, 0.130, 0.062, 0.088, 0.074, 0.044, 0.039]}